1.
ORCA calculation (ωB97M-V/def2-TZVPD) on the molecule C6H9N.

SMILES	CC#CC[C@H]1CN1
energy relative to the best compared isomer or geometry (same formula, charge and spin)	3.058	eV
DFT total energy	-288.66967	a.u.

```
16
C6H9N (ωB97M-V/def2-TZVPD)
C 1.6820 -0.4636 2.1058
C 0.3173 -0.1576 1.6786
C -0.7270 0.0562 1.1163
C -1.7308 0.3048 0.0793
C -1.0435 0.3300 -1.2875
C 0.4240 0.4480 -1.4353
N -0.2413 -0.8379 -1.6286
H 1.7491 -1.4494 2.5718
H 2.0938 0.2710 2.8005
H 2.3224 -0.4752 1.2164
H -2.2396 1.2591 0.2531
H -2.4985 -0.4782 0.0821
H -1.6432 0.7729 -2.0839
H 1.0441 0.4928 -0.5470
H 0.8104 0.9721 -2.3030
H -0.3192 -1.0452 -2.6185
```

Atom charges from the natural (NBO) analysis, given in e for atoms 1 to 8: -0.68 -0.02 0.00 -0.48 -0.08 -0.26 -0.59 0.24



2.
ORCA calculation (ωB97M-V/def2-TZVPD) on a structure of composition C19H28N2Zn.

energy relative to the best compared isomer or geometry (same formula, charge and spin)	2.814	eV
DFT total energy	-2629.25442	a.u.
charge	-2

```
50
C19H28N2Zn (ωB97M-V/def2-TZVPD)
C -0.6469 0.6965 -4.4008
C 0.7024 0.7310 -3.9403
C 0.6889 0.9942 -2.5425
C -0.7033 1.1032 -2.1285
C -1.5007 0.9381 -3.3082
Zn -0.2048 -1.0662 -1.6310
N -3.4149 -0.3212 -0.9569
C 0.8295 -2.3395 -2.6660
C 2.1702 -2.0683 -2.7599
H 1.5413 1.2057 -1.9016
H 1.5971 0.6041 -4.5437
H -1.0563 1.5151 -1.1860
H -2.5899 1.0029 -3.3477
H -0.9404 0.5632 -5.4469
H 2.5708 -1.3932 -3.5291
H 0.2473 -2.7977 -1.9393
H -3.1144 -0.6999 -1.8849
H 2.8711 -2.3758 -1.9876
H 0.0937 -1.8450 -3.2590
C -2.5929 1.7888 3.2482
C -1.3954 1.6982 2.3458
C -0.5296 2.8009 2.2283
C 0.6221 2.7321 1.4218
C 1.4988 3.9561 1.3526
C 0.9101 1.5515 0.7501
C 0.0688 0.4087 0.8524
C -1.1177 0.5502 1.6268
N 0.3677 -0.8247 0.2855
C 0.4934 -1.9999 1.1878
C 0.9519 -1.6047 2.5827
C -0.8337 -2.7616 1.3634
C 1.5442 -2.9396 0.6056
H -2.2915 1.8960 4.2997
H -3.2141 2.6577 2.9970
H -3.2054 0.8842 3.1587
H -0.7529 3.7193 2.7666
H 0.9045 4.8532 1.1208
H 1.9914 4.1473 2.3192
H 2.2787 3.8480 0.5868
H 1.8159 1.4779 0.1341
H -1.8268 -0.2899 1.6244
H 0.2157 -0.9707 3.0836
H 1.0626 -2.5171 3.1784
H 1.9112 -1.0808 2.5465
H -1.4215 -2.8422 0.4422
H -0.5878 -3.7711 1.7150
H -1.4528 -2.2790 2.1233
H 1.3228 -3.2581 -0.4165
H 2.5206 -2.4429 0.5949
H 1.6012 -3.8353 1.2342
```

Atom charges from the natural (NBO) analysis, given in e for atoms 1 to 8: -0.36 -0.37 -0.45 -0.49 -0.31 1.05 -0.85 -0.75



3.
ORCA calculation (ωB97M-V/def2-TZVPD) on a cluster of 2 separate species, CHN3O2 in total.

energy relative to the best compared isomer or geometry (same formula, charge and spin)	0.022	eV
DFT total energy	-353.43233	a.u.

```
7
CHN3O2 (ωB97M-V/def2-TZVPD)
O -1.4934 -0.8393 0.0205
C -1.7463 0.1902 0.5136
N 1.6568 -0.9018 -0.4826
N 1.4362 0.2968 -0.2784
N 1.3656 1.4067 -0.0674
O -1.9967 1.2148 1.0022
H 0.7779 -1.3674 -0.7079
```

Charges computed using natural (NBO), reported in e: -0.54 1.03 -0.55 0.24 -0.07 -0.49 0.38



4.
ORCA calculation (ωB97M-V/def2-TZVPD) on the molecule H2O3Si.

SMILES	O[SiH]1OO1
energy relative to the best compared isomer or geometry (same formula, charge and spin)	4.513	eV
DFT total energy	-516.32713	a.u.

```
6
H2O3Si (ωB97M-V/def2-TZVPD)
O 1.5005 0.3246 -0.3151
Si -0.1237 -0.2365 -0.0452
O -1.9213 -0.5173 -0.3057
O -1.4440 0.7382 0.1952
H 1.8110 1.1668 0.0639
H 0.1774 -1.4758 0.4071
```

Charges computed using natural (NBO), reported in e: -1.09 2.01 -0.57 -0.62 0.52 -0.24



Number 1: F_max 0.62 eV/Å. Number 2: F_max 5.15 eV/Å. Number 3: F_max 1.42 eV/Å. Number 4: F_max 3.78 eV/Å.